{
  "formula": "C17H15N3O4",
  "method": "ωB97M-V with the def2-TZVPD basis set",
  "species": ["C", "C", "C", "H", "N", "O", "C", "C", "C", "O", "H", "C", "H", "C", "C", "C", "H", "H", "C", "C", "C", "H", "N", "N", "H", "C", "C", "H", "H", "H", "H", "H", "C", "O", "C", "H", "H", "H", "O"],
  "positions_angstrom": [[6.0058, -1.3077, 0.8163], [-4.0741, -1.1069, -0.4240], [4.0152, -0.3112, -0.4172], [-7.7432, -0.4343, -1.6119], [2.7992, 1.7061, -1.1388], [-6.0562, 0.3499, -0.5740], [-6.6648, -0.7794, -1.2680], [-3.2770, 1.2032, 1.1866], [4.6329, -1.5165, 0.5524], [0.7945, 1.6927, 1.1016], [7.7307, -0.1437, 0.9742], [5.9645, 0.8765, -0.0399], [-5.9636, -0.9188, -2.2638], [-2.8914, -1.0257, 0.3469], [-4.5690, 1.2276, 0.6561], [-0.0048, 0.5857, 0.6373], [6.4635, -2.2942, 1.3009], [4.2049, -2.3389, 0.4637], [2.7048, -0.5610, -0.6029], [6.5470, -0.1045, 0.7522], [-4.8981, 0.1116, -0.0728], [-6.7597, -1.7076, -0.5404], [2.1678, 0.4653, -1.0410], [4.1280, 1.9383, -0.9532], [6.5074, 1.9453, -0.1331], [0.6721, 0.6990, -1.3591], [4.6455, 0.7975, -0.2250], [-2.9896, 2.2092, 1.9413], [-0.7068, -0.9906, 1.8292], [-4.3762, -1.7574, -1.0557], [-1.0064, 0.5026, 2.6140], [0.5394, 1.7634, -1.8462], [-1.1202, 0.1993, 1.5800], [1.9347, -1.7571, -0.5440], [-2.4897, -0.0196, 1.2592], [0.5755, 0.1321, -2.3314], [-5.1479, 1.9844, 0.9081], [-2.1385, -1.5722, 0.1454], [-0.1559, 0.2576, -0.6231]],
  "spin_multiplicity": 1,
  "de_lowest_kcal_mol": 384.23,
  "homo_energy_ev": -8.337,
  "charge": 0
}